Entry i
Molecular formula: C4H4N4
Method: DFT, ωB97M-V/def2-TZVPD

Geometry (Å):
C  0.3388  -0.1212  0.9578
C  -0.0087  1.2070  0.3394
C  -0.7603  1.5533  -0.7634
C  -1.3126  0.2112  -0.9490
H  0.7690  -0.8718  2.6207
H  0.8132  1.7614  1.1216
H  -0.8963  2.5564  -1.0532
H  -2.5053  0.1196  -1.2139
N  0.0700  -0.1719  2.2118
N  -0.4661  -0.8954  -1.2008
N  0.8884  -1.0511  -1.0361
N  1.2615  -0.8340  0.1702

- 2S+1 = 1
- HOMO energy (eV) = -10.042
- gap between HOMO and LUMO (eV) = 9.431
- charge = 0


Entry ii
Molecular formula: C4H4N4
Method: DFT, ωB97M-V/def2-TZVPD

Geometry (Å):
C  -1.1981  -0.8462  0.0680
C  -1.1139  0.7438  -0.1238
C  0.4131  0.6447  0.1877
C  0.4661  -0.7460  0.0382
H  -1.5101  -1.1700  1.1697
H  -1.8949  -1.2418  -0.6827
H  -1.4965  1.1654  -1.0434
H  -2.1240  1.3469  0.5491
N  1.4788  1.4483  -0.1212
N  2.6121  0.7089  0.1508
N  2.6811  -0.5970  -0.0234
N  1.6865  -1.4569  -0.1690

- 2S+1 = 1
- HOMO energy (eV) = -9.996
- gap between HOMO and LUMO (eV) = 8.849
- charge = 0


Relative energies in hartree: entry i 0.0025; entry ii 0.0000


Entry i
Molecular formula: C5H13N2O
Method: DFT, ωB97M-V/def2-TZVPD

Geometry (Å):
N  -1.3738  -1.3868  0.0998
C  -0.4714  -0.3532  0.7260
C  0.5587  0.1826  -0.2634
C  -0.2499  0.9565  -1.3645
C  0.7238  1.5812  -2.4030
C  0.0821  -1.0698  2.0307
N  0.8014  -0.3883  2.9134
O  -0.2034  -2.2515  2.1848
H  -0.8315  -1.7264  -0.6953
H  -1.5741  -2.1490  0.7626
H  -2.1847  -0.9267  -0.3064
H  -1.1178  0.4652  1.0486
H  1.1041  -0.6056  -0.7934
H  1.2768  0.8189  0.2301
H  -0.7614  0.2114  -1.9932
H  -0.9488  1.6706  -0.9400
H  1.0758  0.9169  -3.1949
H  1.6510  1.8926  -1.9066
H  0.2181  2.4476  -2.8135
H  1.0695  -0.8423  3.7754
H  1.1556  0.5561  2.9029

- 2S+1 = 1
- HOMO energy (eV) = -14.547
- gap between HOMO and LUMO (eV) = 11.333
- charge = +1


Entry ii
Molecular formula: C5H13N2O
Method: DFT, ωB97M-V/def2-TZVPD

Geometry (Å):
C  0.1849  -1.9763  -2.2844
C  0.0682  -2.4527  -3.6724
C  -0.6147  2.1883  1.7279
C  1.2628  0.1833  2.0438
C  -0.4397  1.2691  0.5542
N  0.2171  -1.6107  -1.2361
N  0.0368  -0.0113  1.1520
O  -1.6751  1.0475  -0.0736
H  0.9224  -2.1968  -4.2352
H  -0.7830  -1.8429  -4.1139
H  -0.1869  -3.5390  -3.9308
H  -1.2894  3.0871  1.5132
H  0.2365  2.6374  2.0986
H  -1.0607  1.5182  2.4422
H  1.0007  0.6043  3.0397
H  1.6448  -0.8138  2.2467
H  2.0366  0.7509  1.5658
H  0.3955  1.5925  -0.0556
H  0.3575  -0.6691  0.4490
H  -0.6858  -0.4398  1.7601
H  -1.6284  0.6738  -0.9912

- 2S+1 = 1
- HOMO energy (eV) = -15.578
- gap between HOMO and LUMO (eV) = 12.972
- charge = +1


Relative energies in hartree: entry i 0.0000; entry ii 0.0386


Entry i
Molecular formula: C5H13N2O
Method: DFT, ωB97M-V/def2-TZVPD

Geometry (Å):
N  -1.3299  -2.1090  1.9403
C  -0.4768  -1.6679  0.8859
C  -0.5993  -0.2866  0.5538
N  -0.2614  0.4948  -0.4564
C  0.9115  0.1302  -1.4756
C  2.1345  0.9016  -1.0972
C  -0.7482  1.9056  -0.6874
O  -1.3226  0.4892  1.3509
H  -1.9986  -2.8360  1.7495
H  -1.8968  -0.0024  2.1159
H  -0.8081  -2.1833  2.7787
H  0.6755  -1.9086  1.0485
H  -0.5642  -2.3296  -0.0634
H  1.0474  -0.9900  -1.5061
H  0.2074  0.5187  -2.2388
H  2.5465  0.5785  -0.1817
H  3.0411  0.6296  -1.7335
H  2.0014  1.9577  -0.9158
H  -1.0919  2.0742  -1.7081
H  0.1524  2.5257  -0.4668
H  -1.6200  2.1077  0.1071

- 2S+1 = 1
- HOMO energy (eV) = -14.408
- gap between HOMO and LUMO (eV) = 11.111
- charge = +1


Entry ii
Molecular formula: C5H13N2O
Method: DFT, ωB97M-V/def2-TZVPD

Geometry (Å):
C  -2.6121  -0.1773  0.9665
N  -1.6209  -1.2154  0.8808
C  4.1934  -0.0132  -0.0370
C  2.9860  -0.3688  0.3134
C  1.8175  -0.0667  -0.7777
O  0.6817  -0.1650  -0.1152
C  -2.7056  0.6378  -0.3170
N  -1.5032  1.4655  -0.4576
H  -2.4077  0.4902  1.8180
H  -3.5548  -0.7020  1.1353
H  -1.8866  -2.1604  1.1051
H  4.9984  -0.2549  0.6550
H  4.4892  0.4786  -0.9528
H  2.6875  -1.0217  1.1185
H  1.9780  0.9240  -1.2087
H  1.9083  -0.9582  -1.4287
H  -2.8119  -0.0680  -1.1522
H  -3.5772  1.2826  -0.2182
H  -0.7254  0.8470  -0.6185
H  -0.6863  -1.0232  0.5536
H  -1.6482  2.0693  -1.2626

- 2S+1 = 1
- HOMO energy (eV) = -13.349
- gap between HOMO and LUMO (eV) = 4.389
- charge = +1


Relative energies in hartree: entry i 0.0000; entry ii 0.1997